(1)
Density functional theory data (the ωB97M-V functional and the def2-TZVPD basis) for 13 unconnected molecules or ions with the total composition C52H78O39.

Structure (XYZ):
```
169
Properties=species:S:1:pos:R:3
C -0.1778 -7.2429 -5.8845
C -0.8603 -5.8041 -5.6605
C -2.3530 -5.8339 -5.3795
O -2.4905 -5.1716 -4.1657
C -1.3337 -4.7989 -3.7048
O -1.1952 -4.1990 -2.6851
O -0.3329 -5.1368 -4.5156
H 0.8207 -7.1226 -6.3046
H -0.7786 -7.7526 -6.6376
H -0.0360 -7.9119 -5.0357
H -0.3988 -5.2466 -6.4755
H -2.7116 -6.8619 -5.4329
H -3.0962 -5.3039 -5.9750
C -4.6071 -6.0830 -0.0192
C -4.6429 -5.0095 1.1887
C -3.6053 -5.2370 2.2988
O -2.7268 -4.2593 2.0334
C -3.0352 -3.3936 1.1150
O -2.4543 -2.3915 0.8465
O -4.2170 -3.7215 0.6242
H -3.8024 -5.8159 -0.7041
H -5.5177 -6.0339 -0.6163
H -4.4728 -7.1150 0.3050
H -5.6035 -4.6234 1.5297
H -3.1744 -6.2372 2.3441
H -4.1561 -4.8597 3.1604
C 3.6665 -3.1474 0.3831
C 3.9549 -3.2458 -1.1564
C 4.9615 -2.1601 -1.5761
O 5.8707 -2.9685 -2.2979
C 5.7271 -4.2733 -2.1485
O 6.2648 -5.1960 -2.7602
O 4.6544 -4.4375 -1.3126
H 3.0120 -3.9407 0.7443
H 3.2604 -2.2103 0.7639
H 4.6129 -3.1524 0.9239
H 3.0114 -3.1467 -1.6933
H 5.4487 -1.7190 -0.7065
H 4.4364 -1.4098 -2.1673
C -2.4820 2.2588 6.1968
C -3.0903 1.1125 5.3541
C -4.5269 1.3302 4.9784
O -4.6037 1.1808 3.5923
C -3.3730 0.9251 3.1293
O -3.1235 0.6576 1.9307
O -2.5294 1.0259 4.0635
H -1.3980 2.1523 6.2388
H -2.9314 2.2616 7.1898
H -2.7030 3.2475 5.7948
H -2.8763 0.1344 5.7850
H -4.8180 2.3311 5.2973
H -5.1456 0.5459 5.4146
C -2.2661 4.0976 1.9734
C -1.2835 4.8353 2.9762
C 0.1815 4.5113 2.8325
O 0.7258 5.6798 2.2033
C -0.1561 6.7058 2.3851
O 0.1879 7.8783 2.2827
O -1.3475 6.1979 2.6973
H -2.4547 4.6749 1.0682
H -3.2000 4.0283 2.5312
H -1.9765 3.1199 1.5881
H -1.6381 4.7325 4.0017
H 0.1487 3.6361 2.1836
H 0.7351 4.2700 3.7399
C 3.4965 4.2945 1.0554
C 4.5688 3.5081 0.3724
C 5.4962 2.7096 1.2818
O 5.5031 1.4664 0.7065
C 4.5332 1.2814 -0.2203
O 3.9370 0.2409 -0.5707
O 3.7897 2.4529 -0.3687
H 2.6633 4.5594 0.4045
H 3.7696 5.3011 1.3723
H 3.1422 3.6744 1.8788
H 5.2019 4.1484 -0.2418
H 5.2633 2.6493 2.3449
H 6.4604 3.1727 1.0722
C 2.3822 4.7495 -2.5605
C 2.2656 5.7133 -3.7437
C 0.9433 6.3905 -3.9440
O 1.1914 7.6615 -3.3125
C 2.4323 7.8647 -2.9951
O 2.8950 8.8354 -2.3803
O 3.1173 6.8208 -3.4547
H 3.4083 4.4885 -2.3011
H 1.9295 3.8583 -2.9952
H 1.7797 5.0356 -1.6984
H 2.6250 5.2324 -4.6534
H 0.2516 5.8702 -3.2815
H 0.6729 6.4235 -4.9994
C 1.7620 -4.4965 4.9295
C 1.2668 -3.2010 4.2514
C 0.1409 -3.4219 3.2149
O -0.9162 -2.6657 3.6234
C -0.5963 -2.0772 4.7660
O -1.3965 -1.4334 5.4568
O 0.6020 -2.4942 5.2515
H 2.5019 -4.8791 4.2264
H 0.9309 -5.1040 5.2877
H 2.4575 -4.3979 5.7630
H 2.0521 -2.6195 3.7686
H -0.0542 -4.4839 3.0656
H 0.5983 -2.9957 2.3221
C -3.7275 -1.5396 -1.9984
C -4.0900 -2.4486 -3.1398
C -4.7574 -3.8017 -2.8550
O -5.5529 -4.0502 -4.0298
C -5.9336 -2.9070 -4.4445
O -6.9826 -2.7117 -5.0495
O -5.0830 -1.9064 -3.9562
H -3.3661 -0.6069 -2.4314
H -2.8001 -1.9498 -1.5988
H -4.5438 -1.2338 -1.3440
H -3.2321 -2.5633 -3.8024
H -5.4476 -3.8380 -2.0121
H -3.9919 -4.5463 -2.6367
C -5.6116 4.2480 -1.9186
C -4.1566 3.8126 -1.4936
C -3.7211 2.3665 -1.9045
O -2.4027 2.5897 -2.4100
C -2.2917 3.9325 -2.7780
O -1.5592 4.4544 -3.6384
O -3.2985 4.6503 -2.2417
H -6.3977 4.0509 -1.1897
H -5.9545 3.7669 -2.8346
H -5.7489 5.2826 -2.2328
H -3.8782 3.9404 -0.4475
H -4.3434 1.8018 -2.5987
H -3.5510 1.7342 -1.0331
C 5.2468 1.0231 6.7949
C 3.8121 1.2161 6.1444
C 3.3743 2.4376 5.4320
O 2.6941 2.1008 4.2442
C 2.9588 0.8230 4.0037
O 2.7617 0.2189 2.9902
O 3.5948 0.2531 5.1319
H 6.1123 0.8535 6.1544
H 5.1532 0.1403 7.4275
H 5.6018 1.8069 7.4640
H 3.0403 0.9842 6.8783
H 4.0736 3.2717 5.3738
H 2.5506 2.8727 5.9980
C 2.0734 1.0450 -3.8166
C 2.0936 -0.1987 -4.6639
C 2.8682 -0.2322 -5.9622
O 3.3390 -1.5439 -6.0897
C 3.3187 -2.1688 -4.9100
O 3.3520 -3.3568 -4.6932
O 2.8202 -1.2732 -4.0171
H 1.8332 1.9548 -4.3666
H 3.0680 1.3027 -3.4526
H 1.4284 0.8160 -2.9682
H 1.1076 -0.6632 -4.6792
H 3.7255 0.4351 -6.0504
H 2.0263 -0.2072 -6.6541
C -0.0349 -1.4543 -0.7539
C -0.5950 -0.1606 -0.1255
C 0.0804 0.1328 1.2703
O 0.1100 1.5120 1.2436
C 0.1321 1.9623 -0.0659
O 0.4059 3.1331 -0.4683
O -0.2068 0.9694 -0.8952
H -0.1222 -1.6119 -1.8289
H -0.4178 -2.3424 -0.2510
H 1.0545 -1.4467 -0.7183
H -1.6799 -0.2236 -0.0409
H 1.0984 -0.2293 1.4142
H -0.4760 -0.1696 2.1574
```

Properties
F_max, eV/Å: 5.9
Frontier orbital gap, eV: 9.938
E_tot, Eh: -4962.552912
ΔE to the lowest compared entry with this formula, charge and spin, kJ/mol: 895.5

---

(2)
Density functional theory data (the ωB97M-V functional and the def2-TZVPD basis) for 10 unconnected molecules or ions with the total composition C52H81F3O21.

Structure (XYZ):
```
157
Properties=species:S:1:pos:R:3
C 1.8388 2.3612 -2.5790
C 2.6916 1.0920 -2.5415
C 2.0373 -0.1687 -1.9933
O 2.1289 -1.1170 -3.0987
C 2.7756 -0.5501 -4.1824
O 3.1060 -1.1228 -5.1723
O 3.0853 0.7782 -3.8565
H 2.3702 3.2579 -3.0180
H 1.5946 2.5429 -1.5141
H 0.9350 2.1488 -3.1195
H 3.5660 1.2811 -1.9903
H 0.9372 -0.0272 -1.7689
H 2.5741 -0.6040 -1.1476
C 8.0955 -2.7299 -3.0342
C 7.7075 -1.3622 -2.5177
C 6.6321 -0.6021 -3.3780
O 5.7060 -0.0964 -2.4017
C 5.8752 -0.7974 -1.2238
O 5.1026 -0.7446 -0.3299
O 6.9981 -1.5131 -1.2473
H 7.1565 -3.2529 -3.2114
H 8.5764 -3.2383 -2.2138
H 8.7720 -2.6486 -3.8938
H 8.5879 -0.8480 -2.2927
H 6.1624 -1.3205 -4.0750
H 7.0227 0.2751 -3.9858
C 5.9222 1.7790 1.3279
C 5.1314 2.3965 0.1961
C 4.6818 3.8576 0.2705
O 4.4983 4.2277 -1.0184
C 5.4004 3.4983 -1.7923
O 5.6324 3.6836 -2.9157
O 5.9432 2.5181 -1.0652
H 5.8819 0.7190 1.3565
H 5.5130 2.1964 2.2652
H 6.9464 2.0956 1.2594
H 4.2506 1.8082 -0.0339
H 5.3011 4.5929 0.8810
H 3.7852 3.8372 0.8568
C 1.6930 -2.6856 6.4087
C 3.0732 -3.2277 6.6807
C 3.6492 -4.0721 5.5019
O 4.4559 -3.1270 4.8369
C 4.8238 -2.1633 5.6516
O 5.7001 -1.3767 5.4805
O 4.0841 -2.2647 6.8110
H 1.7478 -1.9084 5.6504
H 1.2791 -2.2731 7.3285
H 0.9668 -3.4660 6.0383
H 3.0240 -3.8150 7.5837
H 2.8889 -4.4453 4.8372
H 4.3634 -4.8184 6.0228
C -6.9805 -2.7387 -1.0067
O -5.9707 -2.9024 -0.0829
C -5.1847 -1.7915 0.1632
C -3.8654 -2.2594 0.7427
O -2.8812 -2.9524 -0.0813
C -3.3698 -4.0599 -0.8237
C -2.2491 -4.5813 -1.7561
O -1.2497 -5.1259 -0.9034
C -0.1118 -5.5003 -1.6805
H -7.7357 -2.2036 -0.4811
H -7.3341 -3.6970 -1.4279
H -6.6084 -2.0612 -1.6813
H -5.6220 -1.2252 0.9701
H -5.0568 -1.2607 -0.7998
H -4.0559 -2.9422 1.5488
H -3.2637 -1.5338 1.2546
H -4.2696 -3.7942 -1.3706
H -3.7949 -4.9334 -0.2235
H -1.8270 -3.8128 -2.3445
H -2.7201 -5.3541 -2.3944
H 0.5190 -6.1346 -1.0707
H 0.5185 -4.6102 -1.9789
H -0.3969 -6.0990 -2.5410
C 0.7227 1.1320 -5.9495
O 0.1093 0.7377 -4.7557
C -1.2875 0.6537 -4.8609
C -1.8852 0.2322 -3.5227
O -1.6157 1.2473 -2.5614
C -2.2299 1.0485 -1.3515
C -3.6669 1.6809 -1.2902
O -4.5074 1.1735 -2.3513
C -5.8171 1.7219 -2.3853
H 1.8012 1.2402 -5.8476
H 0.4177 2.0868 -6.3219
H 0.5325 0.5463 -6.8311
H -1.5868 -0.0443 -5.6153
H -1.7523 1.5851 -5.0790
H -1.4227 -0.7055 -3.1693
H -2.9538 0.0996 -3.6074
H -1.6350 1.5013 -0.5845
H -2.3933 0.0236 -1.0564
H -3.4949 2.7059 -1.4288
H -4.0640 1.5393 -0.2775
H -6.5640 1.3031 -1.6473
H -6.2783 1.6701 -3.4357
H -5.7839 2.7733 -2.0803
C -3.8511 7.8811 -0.2633
O -3.5071 6.5896 0.2990
C -3.6169 5.6080 -0.6948
C -2.4202 5.4733 -1.7302
O -1.2206 5.1423 -1.0097
C -0.0864 5.1423 -1.8449
C 1.1558 5.5129 -0.9716
O 1.3690 4.6538 0.0901
C 0.6776 4.8160 1.2703
H -4.9503 7.9232 -0.5152
H -3.1397 8.2322 -1.0355
H -3.6198 8.5813 0.5753
H -4.6264 5.7582 -1.2352
H -3.7358 4.6959 -0.1697
H -2.3431 6.4000 -2.2189
H -2.7159 4.6251 -2.3297
H -0.2406 5.8622 -2.6715
H 0.0941 4.1550 -2.3471
H 0.8414 6.4800 -0.6532
H 2.1363 5.5719 -1.5201
H 0.0755 5.8072 1.2765
H 1.3318 4.6825 2.1236
H 0.0175 3.9844 1.4097
F -5.6782 -5.7135 1.7262
C -4.4568 -5.6311 2.2991
C -3.4207 -6.4470 1.9784
C -2.2119 -6.2756 2.6379
C -1.9165 -5.2313 3.4063
C -2.9739 -4.3941 3.7606
C -4.2491 -4.5390 3.1944
H -3.5411 -7.3531 1.3081
H -1.3966 -7.0138 2.4333
H -0.8858 -5.0202 3.7790
H -2.7478 -3.6269 4.4882
H -5.0833 -3.9321 3.3295
F -4.2983 3.8017 4.8602
C -3.6433 2.6991 4.4356
C -3.8706 2.1864 3.1968
C -3.1795 1.0750 2.7369
C -2.1163 0.5377 3.5591
C -1.9290 1.0225 4.8504
C -2.6568 2.1470 5.2694
H -4.6801 2.5959 2.5896
H -3.3261 0.7287 1.7494
H -1.4251 -0.1886 3.2716
H -1.2309 0.6549 5.5400
H -2.5985 2.6274 6.2337
F 0.0764 0.7085 1.9435
C 0.5766 -0.4521 1.4897
C -0.1696 -1.2868 0.6774
C 0.2945 -2.5272 0.3857
C 1.5130 -3.0669 0.8413
C 2.2263 -2.2993 1.7138
C 1.7665 -1.0045 2.0822
H -1.1533 -0.9559 0.3929
H -0.3710 -3.1843 -0.1675
H 1.8803 -4.0609 0.6666
H 3.0994 -2.7588 2.1874
H 2.3456 -0.3387 2.6667
```

Properties
F_max, eV/Å: 4.0
Frontier orbital gap, eV: 9.456
E_tot, Eh: -3909.390889
ΔE to the lowest compared entry with this formula, charge and spin, kJ/mol: 138.0

---

(3)
Density functional theory data (the ωB97M-V functional and the def2-TZVPD basis) for 13 unconnected molecules or ions with the total composition C52H91N13.

Structure (XYZ):
```
156
Properties=species:S:1:pos:R:3
C 15.5825 0.7268 -9.5818
C 15.9439 -0.6758 -9.1075
C 14.9890 -1.7645 -9.6564
C 14.9494 -1.7338 -11.1207
N 14.8832 -1.6683 -12.2644
H 15.3976 0.7341 -10.6577
H 16.3249 1.4778 -9.3165
H 14.6375 1.0228 -9.1162
H 15.9322 -0.7202 -8.0191
H 16.9406 -0.9491 -9.4631
H 13.9849 -1.6253 -9.2576
H 15.3602 -2.7470 -9.3653
C 16.9680 2.7545 -12.3858
C 17.5950 3.9514 -13.0657
C 16.8006 4.6102 -14.2003
C 15.9859 3.6581 -14.9514
N 15.3135 2.8860 -15.4618
H 17.0100 1.8578 -13.0063
H 15.9273 2.9971 -12.1388
H 17.4463 2.5030 -11.4392
H 18.5771 3.6489 -13.4531
H 17.8126 4.7417 -12.3433
H 17.4490 5.1893 -14.8581
H 16.1608 5.3489 -13.7083
C 21.9326 6.6638 -16.3408
C 20.8762 6.4630 -17.4296
C 20.0486 5.2051 -17.2574
C 20.8260 3.9704 -17.2871
N 21.4165 2.9853 -17.2843
H 22.5741 5.7916 -16.1705
H 21.5270 6.8800 -15.3495
H 22.6408 7.4572 -16.5808
H 21.4126 6.4600 -18.3788
H 20.2087 7.3239 -17.4117
H 19.2955 5.1117 -18.0432
H 19.4926 5.2015 -16.3154
C 13.4768 2.9870 -18.5295
C 12.2940 2.2285 -19.1354
C 11.4223 3.2059 -19.9162
C 10.1492 2.6839 -20.4119
N 9.1535 2.2545 -20.7848
H 14.1529 2.3480 -17.9626
H 13.1061 3.7859 -17.8829
H 14.1299 3.4545 -19.2733
H 11.7432 1.7584 -18.3204
H 12.6977 1.4228 -19.7500
H 11.9850 3.6319 -20.7468
H 11.1274 4.0069 -19.2303
C 22.1179 2.1642 -13.2533
C 21.4282 3.2482 -14.0905
C 20.9720 4.4543 -13.2336
C 21.9991 5.4410 -12.9229
N 22.7872 6.2299 -12.6499
H 22.7082 1.4999 -13.8806
H 21.3416 1.6434 -12.6916
H 22.8138 2.6380 -12.5597
H 20.5630 2.9174 -14.6606
H 22.1116 3.6566 -14.8343
H 20.5624 4.1203 -12.2733
H 20.1166 4.9129 -13.7345
C 14.7653 4.1261 -9.4281
C 15.0300 5.6096 -9.6365
C 13.8948 6.5636 -9.2236
C 12.7118 6.4259 -10.0694
N 11.7862 6.3538 -10.7449
H 14.5528 3.9499 -8.3724
H 15.6391 3.5776 -9.7751
H 13.8797 3.7989 -9.9787
H 15.2548 5.8396 -10.6813
H 15.9112 5.8595 -9.0408
H 14.2610 7.5804 -9.3951
H 13.6339 6.5031 -8.1672
C 20.6472 2.6880 -7.6625
C 19.3778 2.8235 -6.8113
C 18.6512 4.1418 -7.0334
C 18.1459 4.3099 -8.3987
N 17.7655 4.4638 -9.4676
H 21.1529 1.7587 -7.4078
H 21.3012 3.5277 -7.4257
H 20.4261 2.6640 -8.7291
H 19.6800 2.7085 -5.7684
H 18.7385 1.9528 -6.9843
H 19.3821 4.9424 -6.8866
H 17.8347 4.2973 -6.3292
C 15.6240 -0.2596 -16.3752
C 15.5352 -1.7677 -16.0991
C 14.5397 -2.0858 -14.9752
C 13.1897 -1.5775 -15.2570
N 12.1477 -1.1272 -15.4416
H 15.8023 0.2357 -15.4184
H 14.6571 0.0844 -16.7404
H 16.4307 -0.0489 -17.0727
H 16.5024 -2.1834 -15.8194
H 15.2140 -2.2598 -17.0188
H 14.8121 -1.6590 -14.0099
H 14.4274 -3.1703 -14.9111
C 13.6231 6.1217 -15.7791
C 13.6519 7.0790 -16.9682
C 14.7759 8.1114 -16.8344
C 16.1314 7.5747 -16.8544
N 17.2127 7.1985 -16.7963
H 12.9649 5.2701 -15.9444
H 13.1929 6.6347 -14.9140
H 14.6378 5.7937 -15.5744
H 12.6978 7.5621 -17.1671
H 13.8907 6.5054 -17.8700
H 14.7066 8.6481 -15.8832
H 14.7426 8.8606 -17.6289
C 19.2565 0.2734 -10.6378
C 20.1596 -0.8845 -11.0748
C 21.3592 -1.0927 -10.1507
C 22.2140 0.0943 -9.9267
N 22.9079 0.9885 -9.7409
H 18.3787 0.4467 -11.2576
H 19.8268 1.2077 -10.7026
H 18.9861 0.2033 -9.5815
H 20.4328 -0.7517 -12.1216
H 19.5974 -1.8215 -11.0497
H 22.0168 -1.8737 -10.5290
H 21.0305 -1.3196 -9.1331
C 18.8010 0.6524 -14.2844
C 17.6416 -0.3404 -14.1112
C 17.7319 -1.5399 -15.0609
C 17.8824 -1.1454 -16.4623
N 17.9658 -0.8584 -17.5712
H 18.6628 1.0963 -15.2723
H 19.7502 0.1140 -14.2899
H 18.8341 1.4374 -13.5311
H 16.6732 0.1547 -14.2122
H 17.5780 -0.7108 -13.0840
H 16.7794 -2.0739 -15.0140
H 18.5048 -2.2518 -14.7760
C 14.9319 8.8111 -12.9943
C 14.8367 9.0105 -11.4861
C 13.7763 9.9911 -11.0259
C 13.8690 11.3036 -11.6909
N 13.9240 12.3152 -12.2307
H 15.6087 7.9711 -13.1640
H 15.3048 9.7087 -13.4850
H 13.9830 8.5399 -13.4655
H 15.8454 9.3217 -11.1913
H 14.7320 8.0866 -10.9106
H 13.8532 10.2618 -9.9683
H 12.7631 9.6243 -11.2023
C 11.4160 3.5644 -12.5569
C 12.8647 3.2215 -12.8673
C 13.2208 1.7347 -12.8205
C 12.8715 1.1310 -11.5241
N 12.6410 0.6455 -10.5082
H 10.6951 3.0166 -13.1661
H 11.2830 4.6294 -12.7447
H 11.1547 3.3952 -11.5123
H 13.5159 3.7494 -12.1613
H 13.1625 3.6228 -13.8379
H 14.2937 1.5832 -12.9597
H 12.7343 1.1782 -13.6243
```

Properties
F_max, eV/Å: 7.1
Frontier orbital gap, eV: 9.752
E_tot, Eh: -2747.522402
ΔE to the lowest compared entry with this formula, charge and spin, kJ/mol: 643.4